--- A ---
Below is one molecule with the formula C4H4N2O, with properties calculated with ωB97M-V with the def2-TZVPD basis set.

Positions of all 11 atoms, in Å:
1 O -2.4425 -1.2762 0.1079
2 C -1.8926 -0.2035 -0.0006
3 C -0.4400 0.0214 0.0176
4 C 0.2373 1.1937 -0.1610
5 N 1.5991 0.9886 -0.2501
6 C 1.7278 -0.3009 -0.1359
7 N 0.5466 -0.9768 0.0509
8 H -2.4799 0.7284 -0.1548
9 H -0.1720 2.1935 -0.2183
10 H 2.6482 -0.8731 -0.1692
11 H 0.6682 -1.4952 0.9135

The structure (SMILES) is O=Cc1cnc[nH]1. As for the highest occupied orbital energy: -9.79 eV.

--- B ---
Below is one molecule with the formula C4H4N2O, with properties calculated with ωB97M-V with the def2-TZVPD basis set.

Positions of all 11 atoms, in Å:
1 O 1.9528 -1.6206 -1.4069
2 C 0.9837 -1.1019 -1.0181
3 C -0.2078 -0.5722 -0.7206
4 C -0.7936 -0.9450 0.5974
5 N -0.7961 0.0436 1.4006
6 C -0.1091 1.1218 0.6788
7 N -0.4004 0.8566 -0.7272
8 H -1.1424 -1.9381 0.8663
9 H 0.9768 0.9459 0.8561
10 H -0.4117 2.1156 1.0095
11 H 0.1904 1.3621 -1.3786

The structure (SMILES) is O=C=C1C=NCN1. As for the highest occupied orbital energy: -8.63 eV.

--- C ---
Below is one molecule with the formula C4H4N2O, with properties calculated with ωB97M-V with the def2-TZVPD basis set.

Positions of all 11 atoms, in Å:
1 O 2.4041 -1.2746 0.1015
2 C 1.3026 -0.7775 -0.0197
3 C 1.0798 0.6760 -0.1340
4 C -0.1702 1.1729 -0.0691
5 N -1.2443 0.3098 0.0430
6 C -1.0075 -1.0359 0.0173
7 N 0.1448 -1.5900 -0.0521
8 H 1.9481 1.3242 -0.1919
9 H -0.4040 2.2310 -0.1254
10 H -2.1385 0.6259 0.3948
11 H -1.9028 -1.6560 0.0333

The structure (SMILES) is O=c1cc[nH]cn1. As for the highest occupied orbital energy: -9.36 eV.

If we sort the structures by their calculated energies, the order from most to least stable is C, A, B.

--- A ---
Below is one molecule with the formula C4H6N2S, with properties calculated with ωB97M-V with the def2-TZVPD basis set.

Positions of all 13 atoms, in Å:
1 H -2.4589 1.2589 2.0946
2 N -1.7689 1.5195 1.5416
3 C -1.0066 0.6591 1.0697
4 C -0.9020 -0.9119 1.4347
5 C 0.0062 -1.2769 0.0933
6 C 0.5684 -0.0487 -0.5814
7 S 1.5565 -0.2805 -1.8937
8 N -0.0059 0.8880 0.1996
9 H -0.1888 -1.1133 2.4832
10 H -1.9333 -1.2791 1.6530
11 H -0.5909 -1.8494 -0.6736
12 H 0.9041 -1.8078 0.4908
13 H -0.2086 1.8968 -0.0362

The structure (SMILES) is [H]/N=C1\CCC(=S)N1. As for the highest occupied orbital energy: -8.79 eV.

--- B ---
Below is one molecule with the formula C4H6N2S, with properties calculated with ωB97M-V with the def2-TZVPD basis set.

Positions of all 13 atoms, in Å:
1 N -1.6554 -0.1675 1.0871
2 C -0.5161 0.3537 0.5274
3 C -0.0274 1.6118 0.7481
4 S 1.4738 1.9526 -0.0021
5 C 1.4035 0.4594 -0.9714
6 C 0.5313 -0.4052 -0.4873
7 N 0.1801 -1.6585 -0.9565
8 H -2.3571 -0.5317 0.4355
9 H -1.9832 0.1375 1.9672
10 H -0.3950 2.4228 1.3351
11 H 2.1853 0.2586 -1.6798
12 H 0.7954 -1.9329 -1.6470
13 H 0.3647 -2.5006 -0.3564

The structure (SMILES) is Nc1cscc1N. As for the highest occupied orbital energy: -7.61 eV.

If we sort the structures by their calculated energies, the order from most to least stable is B, A.

--- A ---
Below is one molecule with the formula C4H6N2S, with properties calculated with ωB97M-V with the def2-TZVPD basis set.

Positions of all 13 atoms, in Å:
1 C -2.8425 -0.7185 0.1276
2 C -1.4030 -0.1896 -0.1086
3 N -0.2770 -0.8615 -0.1376
4 C 0.7609 0.1105 -0.0881
5 S 2.3992 -0.2907 0.0845
6 C 0.1736 1.3404 0.0508
7 N -1.1436 1.0993 -0.0359
8 H -3.4396 -0.3888 -0.6402
9 H -3.2444 -0.4388 1.1280
10 H -2.9311 -1.7935 -0.1141
11 H 2.2373 -1.6897 -0.2463
12 H 0.6321 2.3120 -0.3241
13 H -1.8307 1.7276 0.1687

The structure (SMILES) is Cc1nc(S)c[nH]1. As for the highest occupied orbital energy: -7.91 eV.

--- B ---
Below is one molecule with the formula C4H6N2S, with properties calculated with ωB97M-V with the def2-TZVPD basis set.

Positions of all 13 atoms, in Å:
1 C 1.4647 0.7984 0.1033
2 C 1.9077 -0.6096 -0.0001
3 N 0.7934 -1.5973 -0.1267
4 N -0.3684 -1.1724 -0.0727
5 C -1.3634 -0.4997 -0.1280
6 C -2.8743 -0.4781 0.1388
7 S -3.6366 1.0280 0.0443
8 H 0.8178 1.1940 0.8716
9 H 2.3574 1.2933 -0.0100
10 H 0.8600 1.0619 -0.7879
11 H 2.5084 -0.8861 0.7765
12 H 2.4624 -0.7634 -0.9114
13 H -4.9291 0.6310 0.1021

The structure (SMILES) is CC/N=N\C#CS. As for the highest occupied orbital energy (spin up / spin down): -8.30 / -8.30 eV.

If we sort the structures by their calculated energies, the order from most to least stable is A, B.